{"formula": "C40H65GaN19", "method": "ωB97M-V/def2-TZVPD", "homo_lumo_gap_ev": 6.3, "e_homo_ev": -4.6, "e_tot_ev": -123218.4826, "charge": -1, "lumo_energy_ha": 0.0622, "elements": ["C", "C", "N", "C", "Ga", "N", "C", "C", "C", "H", "H", "H", "H", "H", "H", "H", "H", "H", "H", "H", "H", "H", "H", "C", "C", "N", "H", "H", "H", "C", "C", "N", "H", "H", "H", "C", "C", "N", "H", "H", "H", "C", "C", "N", "H", "H", "H", "C", "C", "N", "H", "H", "H", "C", "C", "N", "H", "H", "H", "C", "C", "N", "H", "H", "H", "C", "C", "N", "H", "H", "H", "C", "C", "N", "H", "H", "H", "C", "C", "N", "H", "H", "H", "C", "C", "N", "H", "H", "H", "C", "C", "N", "H", "H", "H", "C", "C", "N", "H", "H", "H", "C", "C", "N", "H", "H", "H", "C", "C", "N", "H", "H", "H", "C", "C", "N", "H", "H", "H", "C", "C", "N", "H", "H", "H"], "positions_angstrom": [[-1.11, -0.51, 2.36], [0.15, 0.19, 2.80], [0.23, 0.84, 3.91], [1.30, 0.13, 1.86], [0.84, 0.37, -0.12], [-0.88, 1.21, -0.44], [-1.09, 2.38, -0.85], [-0.10, 3.54, -0.81], [-2.44, 2.70, -1.48], [-0.96, -1.10, 1.45], [-1.88, 0.23, 2.13], [-1.47, -1.17, 3.16], [-0.67, 0.81, 4.39], [2.04, 0.85, 2.21], [1.73, -0.88, 1.92], [2.05, 1.07, -0.92], [0.65, -1.14, -0.72], [0.27, 3.70, 0.21], [-0.59, 4.47, -1.13], [0.75, 3.36, -1.47], [-2.33, 3.21, -2.45], [-3.09, 3.31, -0.84], [-2.88, 1.72, -1.63], [0.97, -0.80, 6.54], [1.67, -0.92, 7.81], [2.25, -1.00, 8.80], [0.67, 0.23, 6.36], [1.65, -1.12, 5.76], [0.08, -1.44, 6.54], [-3.07, -1.70, -1.85], [-3.72, -0.55, -2.48], [-4.25, 0.36, -2.92], [-3.52, -1.88, -0.88], [-3.17, -2.57, -2.49], [-2.01, -1.49, -1.70], [2.10, 6.46, -2.63], [1.05, 5.91, -3.47], [0.21, 5.48, -4.13], [1.76, 6.43, -1.59], [3.00, 5.86, -2.75], [2.31, 7.48, -2.92], [-2.55, 7.15, -2.88], [-1.71, 7.19, -1.69], [-1.03, 7.20, -0.77], [-3.31, 6.38, -2.76], [-3.03, 8.12, -3.04], [-1.93, 6.89, -3.74], [-6.97, 0.61, -4.72], [-7.79, -0.36, -5.44], [-8.41, -1.14, -6.01], [-7.32, 0.73, -3.69], [-5.94, 0.26, -4.68], [-7.01, 1.57, -5.22], [5.81, -1.22, 6.42], [4.64, -1.42, 5.58], [3.76, -1.65, 4.88], [5.53, -1.14, 7.46], [6.48, -2.07, 6.30], [6.34, -0.31, 6.14], [6.03, -5.81, 5.95], [7.08, -4.80, 5.99], [7.89, -3.98, 5.99], [6.25, -6.59, 6.67], [5.08, -5.35, 6.19], [5.98, -6.24, 4.95], [2.86, -3.82, 0.41], [1.78, -4.27, -0.46], [0.94, -4.67, -1.13], [2.51, -3.74, 1.44], [3.68, -4.54, 0.35], [3.21, -2.84, 0.11], [6.55, -1.30, -0.37], [5.62, -1.86, -1.34], [4.83, -2.26, -2.08], [6.06, -1.22, 0.60], [7.43, -1.93, -0.29], [6.84, -0.30, -0.69], [4.72, 2.14, 8.73], [5.49, 2.33, 7.51], [6.14, 2.47, 6.57], [5.30, 1.54, 9.42], [4.50, 3.11, 9.18], [3.79, 1.62, 8.51], [2.16, 4.81, -6.92], [3.27, 5.21, -6.07], [4.12, 5.53, -5.36], [2.32, 5.19, -7.93], [2.10, 3.73, -6.95], [1.24, 5.21, -6.51], [-3.08, -4.80, -5.93], [-2.67, -4.59, -4.55], [-2.30, -4.35, -3.50], [-3.68, -5.71, -6.01], [-3.67, -3.95, -6.26], [-2.20, -4.89, -6.56], [9.96, 0.61, 7.07], [8.76, 0.48, 7.88], [7.78, 0.40, 8.47], [10.83, 0.33, 7.66], [9.89, -0.03, 6.20], [10.06, 1.65, 6.75], [-3.33, -6.56, -1.34], [-4.43, -7.33, -0.76], [-5.29, -7.93, -0.32], [-2.70, -6.16, -0.55], [-2.73, -7.19, -1.99], [-3.72, -5.73, -1.92], [-12.03, -1.28, -5.77], [-13.09, -0.51, -5.14], [-13.93, 0.10, -4.65], [-12.40, -1.73, -6.69], [-11.18, -0.64, -6.01], [-11.69, -2.06, -5.10], [0.01, -0.57, -4.36], [-1.12, -0.91, -5.22], [-2.00, -1.18, -5.89], [-0.28, -0.51, -3.32], [0.79, -1.33, -4.45], [0.43, 0.39, -4.66], [-6.68, 1.01, -0.14], [-7.06, 1.87, -1.25], [-7.31, 2.51, -2.16], [-6.58, -0.02, -0.50], [-5.72, 1.33, 0.26], [-7.44, 1.05, 0.64]]}



{"formula": "C4H8O2", "method": "ωB97M-V/def2-TZVPD", "homo_lumo_gap_ev": 10.4, "e_homo_ev": -9.4, "e_tot_ev": -8370.8844, "charge": 0, "lumo_energy_ha": 0.0370, "elements": ["C", "O", "C", "C", "C", "O", "H", "H", "H", "H", "H", "H", "H", "H"], "positions_angstrom": [[1.66, -0.49, -1.00], [0.38, 0.09, -1.06], [-0.54, -0.47, -0.18], [-0.47, -0.13, 1.30], [-1.48, 0.54, 0.40], [-1.31, 1.88, 0.09], [1.64, -1.57, -1.18], [2.14, -0.30, -0.03], [2.25, -0.01, -1.79], [-0.92, -1.46, -0.45], [0.35, 0.52, 1.61], [-0.77, -0.87, 2.03], [-2.54, 0.28, 0.47], [-0.39, 1.98, -0.21]]}



{"formula": "C20H45FNO7", "method": "ωB97M-V/def2-TZVPD", "homo_lumo_gap_ev": 7.1, "e_homo_ev": -4.6, "e_tot_ev": -40009.2141, "charge": -1, "lumo_energy_ha": 0.0917, "elements": ["C", "C", "C", "C", "C", "C", "C", "O", "C", "C", "O", "O", "N", "O", "C", "C", "F", "H", "H", "H", "H", "H", "H", "H", "H", "H", "H", "H", "H", "H", "H", "H", "H", "H", "H", "H", "H", "H", "C", "C", "C", "O", "H", "H", "H", "H", "H", "H", "H", "H", "C", "C", "C", "O", "H", "H", "H", "H", "H", "H", "H", "H", "C", "C", "C", "O", "H", "H", "H", "H", "H", "H", "H", "H"], "positions_angstrom": [[1.20, -1.04, 1.24], [0.11, -2.11, 1.09], [-0.33, -2.58, 2.49], [-1.14, -1.76, 0.25], [-1.34, -0.31, -0.16], [-1.31, 0.69, 1.00], [-0.47, 0.12, -1.36], [0.51, -0.84, -1.68], [1.69, -0.32, -2.25], [2.93, -0.92, -1.51], [3.85, -0.09, -1.24], [2.88, -2.15, -1.29], [1.72, -0.68, -3.65], [0.78, 0.18, -4.31], [3.05, -0.48, -4.24], [3.70, -1.83, -4.41], [4.81, -1.72, -5.23], [1.14, -0.22, 0.55], [1.16, -0.62, 2.24], [2.18, -1.50, 1.15], [0.57, -2.98, 0.64], [-1.04, -3.38, 2.36], [-0.80, -1.75, 3.01], [0.52, -2.96, 3.03], [-1.13, -2.36, -0.65], [-2.02, -2.07, 0.80], [-2.36, -0.24, -0.55], [-1.32, 0.20, 1.97], [-0.36, 1.22, 0.95], [-2.07, 1.45, 0.91], [-1.11, 0.24, -2.23], [-0.07, 1.11, -1.14], [1.74, 0.77, -2.18], [0.48, -0.32, -5.07], [2.92, -0.05, -5.23], [3.68, 0.21, -3.67], [3.98, -2.25, -3.46], [2.97, -2.48, -4.87], [-5.68, 4.27, -1.48], [-4.58, 3.68, -0.61], [-3.46, 4.68, -0.37], [-4.06, 2.50, -1.21], [-5.28, 4.56, -2.46], [-6.47, 3.54, -1.64], [-6.12, 5.16, -1.02], [-5.00, 3.36, 0.34], [-3.00, 4.98, -1.31], [-2.68, 4.24, 0.26], [-3.84, 5.58, 0.13], [-3.67, 2.75, -2.06], [3.56, 3.82, -1.86], [2.04, 3.91, -1.75], [1.59, 5.31, -1.35], [1.57, 2.95, -0.81], [4.02, 4.04, -0.89], [3.86, 2.80, -2.13], [3.95, 4.52, -2.60], [1.59, 3.64, -2.70], [2.00, 5.58, -0.37], [0.50, 5.35, -1.27], [1.92, 6.05, -2.08], [1.97, 3.15, 0.05], [-0.28, -6.82, 5.76], [-0.67, -5.58, 4.95], [-0.12, -4.31, 5.59], [-2.09, -5.51, 4.83], [-0.70, -6.76, 6.77], [-0.68, -7.72, 5.29], [0.80, -6.91, 5.84], [-0.28, -5.67, 3.94], [-0.54, -4.18, 6.59], [-0.41, -3.44, 5.00], [0.96, -4.34, 5.66], [-2.45, -5.42, 5.71]]}



{"formula": "C15H31FN5O7", "method": "ωB97M-V/def2-TZVPD", "homo_lumo_gap_ev": 9.1, "e_homo_ev": -12.0, "e_tot_ev": -40553.5878, "charge": 1, "lumo_energy_ha": -0.1050, "elements": ["O", "O", "F", "O", "O", "O", "O", "O", "C", "C", "C", "N", "N", "N", "N", "N", "C", "C", "C", "C", "C", "C", "C", "C", "C", "C", "C", "C", "H", "H", "H", "H", "H", "H", "H", "H", "H", "H", "H", "H", "H", "H", "H", "H", "H", "H", "H", "H", "H", "H", "H", "H", "H", "H", "H", "H", "H", "H", "H"], "positions_angstrom": [[3.96, 4.42, -0.10], [4.57, -0.94, -0.49], [-1.96, -2.95, -3.66], [-4.05, -0.93, 1.67], [-4.82, -5.38, -0.69], [-2.79, -5.56, -2.72], [-4.28, -3.24, -0.26], [-3.79, -1.29, -2.55], [3.88, 3.44, 0.62], [4.77, -0.11, 0.38], [-1.59, 3.03, 0.12], [-0.88, 3.61, -0.81], [5.95, -0.06, 0.99], [-1.32, 1.81, 0.56], [3.97, 2.22, 0.10], [-2.60, 3.70, 0.61], [3.65, 3.63, 2.11], [6.41, 0.90, 2.00], [-4.01, -0.89, 0.24], [-3.76, -4.46, -0.79], [-0.22, 0.93, 0.13], [1.12, 1.35, 0.74], [-2.27, -3.20, -2.36], [-3.32, -4.31, -2.25], [-3.33, -2.15, -0.30], [-2.78, -1.90, -1.72], [2.27, 0.44, 0.27], [3.67, 0.92, 0.73], [-4.58, -1.71, 1.95], [-5.38, -5.11, 0.06], [-3.46, -6.26, -2.59], [-3.59, -1.46, -3.49], [-0.09, 3.12, -1.20], [-1.10, 4.54, -1.13], [6.61, -0.76, 0.67], [-1.94, 1.45, 1.28], [4.22, 2.21, -0.89], [-3.18, 3.29, 1.32], [-2.81, 4.62, 0.26], [3.62, 4.69, 2.32], [2.70, 3.18, 2.40], [4.46, 3.18, 2.66], [6.38, 1.91, 1.60], [7.44, 0.67, 2.28], [5.78, 0.84, 2.89], [-3.45, 0.00, -0.07], [-5.02, -0.81, -0.17], [-2.91, -4.79, -0.18], [-0.15, 0.93, -0.96], [-0.44, -0.09, 0.45], [1.06, 1.31, 1.83], [1.33, 2.38, 0.44], [-1.37, -3.53, -1.83], [-4.20, -4.04, -2.85], [-2.48, -2.40, 0.35], [-1.94, -1.21, -1.66], [2.10, -0.56, 0.67], [2.26, 0.38, -0.82], [3.67, 1.01, 1.82]]}